Entry 1:
{
  "formula": "C43H55I2LaN2P3S4",
  "method": "wB97M-V/def2-TZVPD",
  "symbols": ["La", "C", "P", "C", "C", "C", "C", "C", "C", "C", "C", "C", "C", "C", "C", "C", "C", "C", "C", "C", "P", "C", "C", "C", "C", "C", "C", "C", "C", "C", "C", "C", "C", "N", "H", "H", "H", "H", "H", "H", "H", "H", "H", "H", "H", "H", "H", "H", "H", "H", "H", "H", "H", "H", "H", "H", "H", "H", "H", "H", "S", "S", "S", "S", "I", "C", "I", "H", "H", "C", "C", "C", "C", "P", "N", "C", "C", "C", "C", "C", "C", "C", "C", "H", "H", "H", "H", "H", "H", "H", "H", "H", "H", "H", "H", "H", "H", "H", "H", "H", "H", "H", "H", "H", "H", "H", "H", "H", "H", "H"],
  "positions_angstrom": [[-0.612862, -0.151687, -0.764518], [-2.606462, 3.004613, -0.331618], [-1.274462, 2.441513, 0.845982], [-2.238062, 2.798213, 2.362482], [-3.250762, 1.888313, 2.668482], [-4.049762, 2.068413, 3.782782], [-3.856162, 3.168913, 4.603882], [-2.884062, 4.099813, 4.280382], [-2.078962, 3.917513, 3.168182], [-0.061962, 3.804813, 0.706082], [0.789738, 4.127713, 1.762582], [1.787438, 5.070413, 1.601082], [1.973338, 5.694313, 0.379982], [1.152038, 5.361613, -0.684318], [0.153038, 4.419113, -0.527018], [-2.227662, 2.783413, -1.754418], [-2.260462, 3.706913, -2.790418], [-1.931262, 2.999813, -3.951918], [-1.712062, 1.690213, -3.561518], [-1.630562, 0.497713, -4.453718], [-0.531662, -0.833887, -3.773118], [-1.301062, -2.153187, -4.772918], [-2.489762, -2.649287, -4.246318], [-3.237662, -3.563487, -4.958118], [-2.804662, -3.982387, -6.205018], [-1.628362, -3.482787, -6.737018], [-0.875462, -2.564187, -6.027018], [1.037538, -0.516487, -4.642718], [1.930438, -1.566487, -4.844518], [3.159338, -1.336887, -5.435018], [3.527938, -0.050487, -5.795218], [2.658938, 1.003813, -5.563518], [1.415238, 0.776113, -4.998818], [-1.864162, 1.551113, -2.211318], [-3.486662, 2.396913, -0.076718], [-2.840762, 4.058813, -0.139018], [-3.411762, 1.028113, 2.030382], [-4.818162, 1.346713, 4.023682], [-4.473562, 3.313513, 5.479782], [-2.756462, 4.981513, 4.894182], [-1.327762, 4.653513, 2.926082], [0.689338, 3.632213, 2.715082], [2.429938, 5.310813, 2.437582], [2.761838, 6.424413, 0.259982], [1.297238, 5.817913, -1.654418], [-0.460562, 4.156613, -1.376818], [-2.504662, 4.753313, -2.716818], [-1.874862, 3.390013, -4.952618], [-2.631762, 0.039413, -4.510118], [-1.329762, 0.760613, -5.475818], [-2.811662, -2.306787, -3.270918], [-4.155862, -3.950887, -4.544518], [-3.392762, -4.690787, -6.767418], [-1.299362, -3.805687, -7.715118], [0.039938, -2.167387, -6.441518], [1.664438, -2.564387, -4.522118], [3.838538, -2.163687, -5.593518], [4.499838, 0.122613, -6.239418], [2.965538, 2.013713, -5.798818], [0.753138, 1.605413, -4.794318], [1.632738, 1.568913, -1.819518], [3.331038, 0.683213, -2.317618], [3.411638, -1.333887, -1.649218], [1.632438, -2.183487, -1.487818], [-3.332362, -1.382987, -0.279718], [-1.398762, -4.516887, -1.683118], [0.309438, -4.657787, -2.817318], [-2.294662, -4.450487, -2.272218], [-1.410962, -5.196187, -0.849318], [3.269638, -2.421387, 1.683282], [2.835438, -1.195187, 2.477582], [3.192438, 0.025713, 1.627382], [3.618738, -1.166287, 3.788582], [0.874738, -1.244987, 2.521282], [0.263838, -0.691787, 1.236982], [0.288238, -3.072187, 2.866282], [-1.217362, -3.002187, 3.129382], [0.446138, -3.866687, 1.567882], [0.959638, -3.819187, 4.012582], [0.390938, -0.145687, 4.064582], [0.873538, -0.512987, 5.465182], [-1.128862, -0.005287, 4.093882], [0.921638, 1.231613, 3.680282], [4.291938, -2.298987, 1.324882], [2.629638, -2.524287, 0.813782], [3.232138, -3.330587, 2.276682], [4.163338, -0.114987, 1.152782], [3.229938, 0.944413, 2.205682], [2.444138, 0.150113, 0.843182], [4.670438, -1.371287, 3.570982], [3.266238, -1.920387, 4.489182], [3.570638, -0.189187, 4.266282], [-1.704262, -2.345287, 2.410282], [-1.435962, -2.663787, 4.137582], [-1.657862, -3.993587, 3.013782], [0.117138, -3.267187, 0.716982], [-0.178962, -4.758487, 1.612882], [1.463938, -4.191587, 1.395682], [0.672538, -3.402687, 4.973282], [2.041238, -3.793087, 3.940782], [0.641738, -4.862387, 3.989282], [0.606138, -1.529887, 5.735582], [0.397338, 0.161113, 6.181582], [1.946438, -0.406387, 5.571682], [-1.609862, -0.784087, 4.674482], [-1.513862, -0.012587, 3.077082], [-1.408762, 0.946313, 4.548382], [1.996238, 1.317713, 3.807982], [0.448238, 2.005713, 4.288482], [0.670738, 1.411813, 2.632982]],
  "forces_ev_per_angstrom": [[0.64, -0.14, 0.07], [0.15, -0.08, 0.08], [-0.65, 0.84, -0.26], [0.10, -0.19, 0.04], [-0.03, 0.05, -0.04], [-0.06, 0.01, 0.04], [-0.06, 0.06, -0.01], [-0.05, 0.09, 0.15], [0.09, -0.02, -0.06], [0.18, -0.19, 0.09], [-0.03, -0.08, -0.06], [0.12, 0.06, 0.14], [0.01, 0.08, -0.09], [0.15, 0.09, 0.02], [-0.18, 0.00, 0.05], [-0.28, 0.42, -0.29], [-0.23, -0.01, 0.50], [0.22, -0.34, -0.27], [-0.08, 0.27, -0.41], [-0.04, 0.01, 0.23], [-0.31, 0.27, -1.15], [0.09, 0.00, 0.17], [0.14, 0.00, 0.00], [-0.09, -0.07, -0.03], [-0.05, -0.09, -0.10], [-0.01, -0.08, -0.14], [0.01, 0.03, 0.09], [0.04, -0.07, 0.16], [-0.03, 0.11, 0.03], [0.11, -0.05, -0.07], [0.03, -0.06, -0.07], [0.06, 0.04, -0.13], [-0.10, -0.13, -0.12], [-0.19, 0.27, -0.03], [0.11, 0.14, 0.01], [0.02, -0.17, -0.03], [0.04, -0.13, -0.04], [-0.03, -0.06, -0.05], [-0.04, -0.01, 0.05], [0.04, 0.03, 0.05], [0.02, 0.08, 0.00], [-0.04, -0.02, 0.09], [0.05, 0.01, 0.04], [0.04, 0.04, -0.03], [0.02, 0.03, -0.03], [0.07, 0.02, 0.00], [-0.05, 0.13, 0.09], [-0.02, 0.00, -0.21], [0.28, 0.04, -0.04], [-0.03, -0.06, 0.18], [-0.13, 0.00, 0.11], [-0.14, -0.04, 0.06], [-0.06, -0.12, -0.08], [0.02, -0.02, -0.07], [0.02, 0.00, -0.08], [-0.01, -0.04, -0.04], [0.05, -0.03, 0.00], [0.01, 0.06, 0.00], [-0.03, 0.07, -0.05], [-0.04, 0.07, 0.01], [-0.24, 0.13, 0.14], [0.41, -1.09, 0.43], [-0.24, 0.84, -0.27], [0.87, 0.70, 0.01], [-0.81, -0.45, 0.14], [0.31, -0.57, -0.44], [-0.54, -0.70, -0.05], [-0.19, 0.35, -0.05], [0.08, 0.14, 0.37], [-0.15, -0.03, -0.04], [-0.46, -0.01, -0.16], [-0.17, 0.07, -0.09], [-0.27, 0.03, -0.04], [0.89, -0.55, 2.04], [-0.16, -0.04, 0.04], [0.00, 0.50, -0.25], [-0.01, 0.13, 0.01], [0.03, 0.15, -0.12], [0.04, 0.29, -0.07], [0.02, -0.18, -0.39], [0.05, -0.10, -0.22], [-0.04, -0.07, -0.13], [0.04, 0.01, -0.15], [0.16, 0.07, 0.04], [0.07, -0.21, -0.08], [-0.03, -0.15, 0.04], [0.15, -0.02, 0.01], [-0.02, 0.10, 0.05], [0.13, 0.11, -0.07], [0.05, 0.00, -0.02], [0.05, -0.08, 0.13], [-0.01, 0.01, 0.08], [-0.11, 0.05, -0.03], [-0.04, 0.04, 0.07], [0.02, -0.13, 0.01], [0.01, -0.07, 0.00], [-0.11, -0.11, 0.07], [0.14, -0.04, -0.09], [0.00, -0.01, 0.16], [0.21, -0.08, 0.01], [-0.03, -0.12, 0.03], [-0.09, -0.11, 0.11], [-0.03, 0.04, 0.06], [0.12, 0.00, 0.08], [-0.09, -0.16, 0.00], [-0.17, -0.06, -0.04], [0.05, 0.09, 0.06], [0.15, 0.02, -0.02], [-0.06, 0.01, 0.12], [0.11, 0.14, 0.01]],
  "lumo_energy_ev": [0.8, 1.6],
  "gap_ha": [0.18757, 0.21932],
  "e_above_lowest_ev": 1.248,
  "charge": -1
}

---

Entry 2:
{
  "formula": "C4H7ClN2",
  "method": "wB97M-V/def2-TZVPD",
  "symbols": ["C", "C", "C", "C", "N", "N", "Cl", "H", "H", "H", "H", "H", "H", "H"],
  "positions_angstrom": [[-0.022484, 2.340674, -1.081661], [-0.305415, -1.757066, 0.180303], [-0.506827, -0.460041, -0.638291], [0.520126, 0.536550, -0.009934], [-0.252071, 3.299827, -1.702193], [0.353646, 0.982884, 1.271040], [2.227215, 0.274779, -0.430844], [-0.571984, -2.542903, -0.573041], [-1.006952, -1.819184, 1.068361], [0.803442, -1.806692, 0.457990], [-0.343339, -0.619433, -1.635393], [-1.548758, -0.217147, -0.471185], [1.170499, 0.721178, 1.853422], [-0.517097, 1.066572, 1.711427]],
  "forces_ev_per_angstrom": [[0.57, -1.06, -0.07], [0.44, -0.60, -0.50], [0.76, 0.44, 3.89], [-2.16, 2.33, -1.56], [0.13, -0.87, 0.69], [3.46, -1.51, -0.18], [-1.27, 0.11, 0.25], [0.41, 0.11, 1.16], [1.13, 0.06, -0.98], [-1.71, -0.56, -0.12], [0.64, -0.10, -2.47], [0.02, 0.99, -0.14], [-1.10, 0.73, -0.25], [-1.32, -0.06, 0.27]],
  "lumo_energy_ev": 0.1,
  "gap_ha": 0.36720,
  "e_above_lowest_ev": 3.438
}

---

Entry 3:
{
  "formula": "C6H17KN2O4S",
  "method": "wB97M-V/def2-TZVPD",
  "symbols": ["O", "S", "O", "O", "O", "K", "H", "C", "N", "C", "C", "C", "N", "H", "C", "C", "H", "H", "H", "H", "H", "H", "H", "H", "H", "H", "H", "H", "H", "H", "H"],
  "positions_angstrom": [[-3.060725, 3.558092, 1.341296], [-4.203460, 4.460418, 1.445383], [-3.932610, 5.522551, 2.428502], [-4.447076, 5.187538, 0.016533], [-5.480026, 3.755333, 1.654405], [-4.477137, 3.694347, 3.957419], [-3.645973, 5.721524, -0.142939], [-1.893649, 4.850125, -2.720100], [-2.211580, 3.628744, -3.079198], [-1.192155, 2.612549, -3.374244], [-3.632977, 3.136690, -3.018420], [-3.752846, 2.225630, -1.789223], [-5.147874, 1.682115, -1.697141], [-5.264867, 1.240789, -2.614031], [-6.227177, 2.700537, -1.585493], [-5.372425, 0.605682, -0.704716], [-2.671635, 5.605913, -2.631649], [-0.952143, 5.030917, -2.192238], [-1.632145, 1.617291, -3.200235], [-0.846867, 2.623781, -4.432737], [-0.309011, 2.709383, -2.715305], [-4.287559, 4.010903, -2.939084], [-3.871839, 2.559713, -3.931231], [-3.094332, 1.359588, -1.901648], [-3.467572, 2.749539, -0.861832], [-6.125800, 3.254739, -0.644365], [-6.190682, 3.345574, -2.462077], [-7.172019, 2.147466, -1.607934], [-5.237407, 0.980734, 0.312779], [-6.400865, 0.251476, -0.823282], [-4.701967, -0.230125, -0.902616]],
  "forces_ev_per_angstrom": [[-0.65, 0.29, -0.18], [0.04, 0.42, -1.14], [-0.46, -0.28, -0.84], [0.61, -0.19, 0.66], [0.79, 0.58, -0.23], [-0.09, -0.77, 1.78], [-0.22, -0.11, -0.17], [0.87, 2.89, 1.19], [-1.54, -3.59, -0.95], [-0.20, -0.14, -0.08], [1.51, 0.24, 0.03], [-0.18, 0.46, 0.47], [0.14, 0.71, 1.11], [-0.45, -0.95, -1.31], [-0.03, 0.02, 0.15], [0.04, -0.16, 0.36], [0.11, -0.27, -0.08], [-0.19, -0.06, -0.32], [0.30, 0.35, -0.12], [-0.24, 0.26, 0.58], [-0.42, 0.13, -0.23], [0.26, -0.20, -0.10], [0.00, 0.29, 0.31], [-0.22, -0.06, 0.00], [-0.31, -0.20, -0.35], [0.03, -0.15, -0.34], [-0.02, 0.06, 0.16], [0.12, 0.15, 0.00], [0.11, 0.14, -0.21], [0.15, 0.06, -0.08], [0.14, 0.10, -0.09]],
  "lumo_energy_ev": [-0.5, -0.7],
  "gap_ha": [0.19832, 0.06765],
  "e_above_lowest_ev": 0.060
}

---

Record-wise total energy values, in eV: -136737.2437, -19761.2954, -44823.7718